No. 1
Here is a structure of composition C27H45F12N3NbO21S5 in a non-equilibrium geometry from the OMol25 dataset. Energies are from the ωB97M-V functional and the def2-TZVPD basis.

```
114
Properties=species:S:1:pos:R:3:forces:R:3
C -1.954 0.731 1.545 1.09 -2.74 -1.17
C -1.212 -0.557 1.240 -3.64 3.06 1.13
Nb 0.494 -1.317 2.541 -1.00 1.69 0.58
N -0.146 0.106 4.085 0.11 -1.77 -0.61
C 1.073 -2.808 0.898 0.69 -1.04 -2.03
C 2.547 -2.579 0.237 2.16 -1.08 0.92
N 3.769 -2.856 0.804 -5.13 0.81 -1.65
C -1.085 -2.752 3.449 -1.65 -0.17 0.46
C -1.101 -2.731 5.097 -1.13 -0.92 -0.59
C -2.234 -3.869 5.546 -0.30 1.08 -0.30
F -3.602 -3.345 5.177 3.78 -1.90 1.28
F -2.238 -3.992 7.028 -0.37 -0.57 -4.17
F -2.093 -5.156 4.820 -0.78 3.74 3.04
C 1.988 0.264 1.869 1.59 0.60 0.83
C 1.606 1.264 0.681 1.16 2.03 -0.89
C 2.464 1.113 -0.746 2.77 0.19 2.20
F 3.697 0.252 -0.582 -3.77 2.57 -0.59
F 3.065 2.464 -1.061 -1.90 -3.53 -0.02
C 1.632 0.435 -1.960 1.56 -3.01 -0.29
F 0.677 -0.542 -1.364 2.63 3.24 -2.06
F 2.608 -0.408 -2.750 -3.20 2.70 2.07
C 0.846 1.351 -3.020 -0.44 0.04 -3.61
F 1.493 2.597 -3.482 -1.76 -3.99 1.98
F 0.727 0.510 -4.276 0.16 2.61 3.85
C -0.716 1.742 -2.659 -2.91 1.25 -1.24
F -1.655 0.561 -2.747 3.57 4.40 0.85
F -1.162 2.638 -3.793 1.33 -2.81 3.74
F -0.891 2.548 -1.432 0.60 -3.24 -4.22
C 2.085 -2.053 3.991 0.80 -0.93 0.87
C 2.261 -3.652 4.184 5.91 -1.56 4.27
O 3.303 -4.035 4.978 -5.60 2.25 -4.41
N 1.414 -4.783 3.663 1.13 -0.77 1.55
C 2.238 -5.793 2.847 0.69 -1.07 -1.47
C 1.059 -5.592 4.929 0.10 -0.76 1.70
H -2.305 1.478 0.683 0.17 -2.01 1.86
H -2.283 1.038 2.644 1.65 -0.35 -2.44
H -1.578 -1.174 0.315 1.13 1.87 0.83
H -1.170 0.015 4.267 1.29 0.21 0.22
H 0.433 -0.012 4.945 -1.04 0.40 -0.75
H 0.939 -3.940 1.213 0.47 2.28 -0.47
H 0.272 -2.646 0.028 1.71 -0.31 1.73
H 2.585 -2.173 -0.886 -0.05 -0.78 2.63
H 3.559 -3.243 1.749 0.20 0.27 -0.57
H -2.175 -2.397 3.116 2.24 -0.72 0.75
H -0.946 -3.816 2.975 -0.16 1.79 1.36
H -0.047 -2.914 5.571 -2.20 -0.09 -0.80
H -1.496 -1.711 5.557 0.68 -2.25 -1.14
H 3.027 -0.319 1.777 -2.15 1.48 -0.50
H 2.167 0.934 2.846 -0.49 -1.30 -2.16
H 0.495 1.354 0.343 1.84 -0.65 0.89
H 1.881 2.369 1.052 -0.47 -2.32 -1.08
H 1.976 -1.569 5.074 0.34 -1.32 -2.15
H 3.128 -1.635 3.585 -2.04 -1.12 0.87
H 1.950 -5.805 1.703 0.44 0.32 2.48
H 2.059 -6.913 3.221 0.23 2.63 -0.67
H 3.391 -5.610 2.901 -2.13 -0.19 0.12
H 0.175 -6.341 4.748 1.56 1.77 0.01
H 1.975 -6.265 5.295 -1.77 1.61 -0.83
H 0.815 -4.892 5.853 0.28 -1.40 -2.11
C 1.599 6.237 0.936 0.15 0.62 -0.42
C 3.119 6.162 0.826 -0.23 -0.59 -0.50
O 3.601 6.372 2.151 -0.76 0.11 0.73
S 2.520 5.763 3.210 -0.03 -0.44 0.33
O 2.962 4.442 3.596 -0.70 1.87 -0.24
O 2.189 6.793 4.167 0.61 -1.36 -1.01
O 1.274 5.601 2.171 0.99 -0.18 0.58
H 1.258 7.276 0.989 0.01 -0.13 -0.09
H 1.099 5.734 0.105 0.00 -0.05 0.33
H 3.525 6.913 0.144 0.01 0.00 0.34
H 3.442 5.166 0.503 -0.06 0.08 -0.06
C -2.453 -4.505 -0.890 -0.35 -0.09 -0.41
C -3.503 -5.396 -0.231 -0.19 0.65 0.30
O -2.820 -6.607 0.084 0.91 0.06 -0.31
S -1.263 -6.263 0.428 0.55 -0.05 0.68
O -1.126 -6.180 1.865 0.07 -0.28 -2.07
O -0.418 -7.096 -0.397 -1.14 0.84 1.19
O -1.243 -4.748 -0.174 -0.36 -0.92 0.52
H -2.293 -4.790 -1.935 -0.07 0.03 0.04
H -2.720 -3.446 -0.839 0.24 -0.15 0.17
H -4.353 -5.593 -0.888 0.24 -0.21 0.08
H -3.861 -4.957 0.705 0.01 0.05 -0.12
C -1.351 6.911 -3.498 0.35 -0.83 -0.21
C -2.396 5.882 -3.077 -0.36 0.25 -0.68
O -2.479 5.993 -1.658 0.83 1.17 0.90
S -2.189 7.539 -1.229 -0.35 -0.40 0.08
O -3.461 8.201 -1.041 1.77 -0.53 -0.01
O -1.141 7.550 -0.235 -1.43 0.13 -1.01
O -1.562 8.038 -2.649 -0.69 -0.07 0.81
H -0.337 6.537 -3.321 -0.06 0.01 -0.05
H -1.454 7.199 -4.547 -0.06 0.15 0.30
H -2.122 4.865 -3.369 0.04 0.13 0.31
H -3.380 6.126 -3.492 0.88 -0.16 0.57
C -3.896 9.268 -6.390 -0.34 0.59 -0.46
C -5.356 9.112 -5.975 0.26 0.50 0.59
O -5.698 7.769 -6.311 0.99 -0.67 -0.31
S -4.376 6.828 -6.144 -0.32 -0.28 -0.49
O -4.438 6.188 -4.849 -0.48 0.61 -2.56
O -4.177 6.098 -7.375 -0.32 0.75 1.88
O -3.273 8.026 -6.068 -0.74 -0.80 0.34
H -3.808 9.423 -7.470 -0.03 0.02 0.10
H -3.403 10.090 -5.864 0.03 -0.34 0.04
H -6.014 9.817 -6.489 0.04 -0.34 -0.05
H -5.473 9.229 -4.892 0.04 0.08 -0.10
C 2.043 -6.817 -3.581 0.10 0.50 -0.24
C 3.563 -6.892 -3.692 -0.16 -0.42 -0.37
O 4.044 -6.682 -2.367 -0.78 0.01 0.49
S 2.964 -7.291 -1.307 -0.20 0.11 0.82
O 3.405 -8.613 -0.922 -0.65 1.67 -0.30
O 2.632 -6.261 -0.350 0.74 -1.63 -1.36
O 1.718 -7.454 -2.347 1.01 -0.20 0.27
H 1.702 -5.778 -3.528 0.06 -0.06 -0.05
H 1.543 -7.321 -4.413 0.03 -0.08 0.30
H 3.969 -6.141 -4.373 0.02 0.01 0.34
H 3.886 -7.888 -4.014 -0.07 0.07 -0.07
```
Forces are in eV/Å.

Computed properties:
E_tot in eV: -164511.5052
Gap between HOMO and LUMO in eV: 6.037
Total charge: -1
E_LUMO in hartree: 0.042
2S+1: 1
HOMO energy in Ha: -0.17949


No. 2
Here is a structure of composition C27H46AuBN12S2 from the OMol25 dataset. Energies are from the ωB97M-V functional and the def2-TZVPD basis.

```
89
Properties=species:S:1:pos:R:3:forces:R:3
Au 0.865 1.712 1.947 0.02 -0.22 0.01
C 2.990 -1.082 0.565 0.03 0.09 0.06
C 3.276 0.324 0.158 -0.01 -0.02 -0.11
C 4.438 0.831 -0.433 0.03 -0.08 0.06
C 4.200 2.173 -0.608 0.00 -0.04 0.02
N 2.957 2.455 -0.172 0.05 0.20 -0.31
N 2.387 1.310 0.297 -0.07 0.06 0.15
B 2.332 3.853 0.060 0.03 -0.48 0.70
N 0.796 3.833 -0.118 0.09 0.06 -0.29
C 0.005 4.680 -0.804 -0.09 0.02 0.02
C -1.308 4.324 -0.607 0.00 0.00 0.03
C -1.264 3.217 0.246 -0.06 -0.03 -0.13
C -2.390 2.415 0.804 0.06 0.08 0.04
N 0.010 2.937 0.514 0.00 0.01 0.13
N 2.666 4.307 1.485 0.07 0.34 -0.23
C 3.676 5.057 1.987 -0.01 -0.06 0.00
C 3.567 5.070 3.353 0.07 -0.05 0.04
C 2.449 4.265 3.640 -0.02 0.01 -0.02
C 1.845 3.963 4.968 0.02 0.06 0.01
N 1.922 3.814 2.506 -0.06 -0.03 0.25
N 2.893 4.872 -0.988 -0.09 0.04 -0.02
C 3.033 6.286 -0.860 -0.11 0.08 0.39
C 3.324 6.792 -2.070 0.11 -0.48 -0.37
C 3.364 5.649 -2.930 0.08 0.52 -0.04
C 3.636 5.584 -4.360 0.04 -0.09 -0.07
N 3.070 4.495 -2.199 0.01 0.11 -0.04
H 3.531 -1.771 -0.080 -0.05 -0.01 -0.02
H 1.923 -1.294 0.512 0.00 -0.01 0.00
H 3.321 -1.262 1.589 0.00 0.00 0.00
H 5.328 0.281 -0.689 -0.02 0.03 -0.02
H 4.846 2.932 -1.018 -0.06 -0.01 -0.02
H 0.404 5.495 -1.387 0.03 -0.06 -0.01
H -2.185 4.797 -1.016 0.03 0.00 0.00
H -3.194 2.342 0.074 -0.01 -0.04 0.01
H -2.801 2.893 1.695 0.02 -0.01 0.01
H -2.056 1.407 1.061 -0.02 0.00 0.00
H 4.411 5.523 1.350 0.00 -0.03 0.04
H 4.208 5.571 4.059 -0.03 0.03 -0.03
H 1.346 4.850 5.360 -0.03 -0.01 -0.01
H 2.611 3.683 5.690 0.00 -0.06 -0.02
H 1.113 3.160 4.894 0.02 -0.01 0.00
H 2.898 6.773 0.093 -0.05 -0.10 0.00
H 3.523 7.815 -2.341 -0.04 -0.01 0.02
H 4.285 6.399 -4.677 0.01 -0.01 0.01
H 2.691 5.709 -4.910 0.00 -0.02 0.04
H 4.044 4.613 -4.639 -0.01 0.02 -0.02
C -2.046 -1.206 4.505 0.03 -0.04 0.04
N -0.927 -0.395 4.033 -0.05 -0.11 -0.11
C 0.349 -0.716 4.192 -0.10 0.09 0.03
N 0.665 -1.825 4.850 -0.01 0.03 0.03
S 1.657 0.260 3.634 0.11 0.23 -0.15
H -2.968 -0.668 4.309 0.00 0.01 -0.01
H -1.984 -1.375 5.581 0.00 0.05 0.01
H -2.079 -2.166 3.989 0.01 0.01 0.00
H -1.125 0.476 3.571 0.04 0.05 0.06
H -0.029 -2.364 5.345 0.02 -0.01 0.02
H 1.633 -2.044 5.023 0.00 -0.02 -0.04
C -0.652 -6.153 -1.346 -0.11 0.03 -0.06
C -0.982 -6.353 -2.825 0.16 0.03 0.02
C -0.496 -5.247 -3.765 -0.17 0.00 0.18
C -1.278 -3.939 -3.693 0.16 -0.15 -0.06
N -0.990 -3.194 -2.447 -0.03 0.25 -0.16
C -1.791 -2.544 -1.624 -0.08 -0.24 -0.12
S -1.032 -1.391 -0.546 -0.05 -0.02 -0.05
N -3.098 -2.703 -1.512 0.02 0.03 0.11
C -3.965 -3.797 -1.996 -0.02 -0.11 0.01
C -5.259 -3.838 -1.187 0.03 0.01 0.01
C -5.873 -5.239 -1.190 -0.06 -0.07 0.01
C -5.166 -6.201 -0.243 0.06 0.02 -0.02
H -0.918 -7.042 -0.776 0.03 0.00 0.01
H -1.197 -5.315 -0.902 0.03 -0.02 0.01
H 0.417 -5.976 -1.205 -0.01 0.00 0.01
H -2.058 -6.501 -2.958 0.00 -0.01 -0.02
H -0.510 -7.279 -3.155 -0.05 -0.04 0.00
H -0.591 -5.593 -4.795 0.07 0.02 -0.02
H 0.567 -5.044 -3.595 0.01 -0.03 -0.05
H -2.339 -4.127 -3.778 -0.11 0.05 0.04
H -0.986 -3.291 -4.521 -0.03 0.07 0.03
H -0.007 -3.008 -2.301 0.01 -0.10 0.08
H -3.550 -2.056 -0.882 -0.01 0.07 -0.07
H -3.425 -4.739 -1.893 0.09 0.05 0.02
H -4.193 -3.638 -3.050 0.01 -0.01 -0.02
H -5.967 -3.116 -1.597 0.04 0.06 0.02
H -5.048 -3.547 -0.152 -0.03 -0.03 0.00
H -5.874 -5.642 -2.207 0.01 0.04 -0.02
H -6.922 -5.155 -0.908 -0.01 -0.01 0.02
H -4.096 -6.288 -0.462 -0.03 -0.03 -0.01
H -5.591 -7.201 -0.313 0.01 0.00 0.00
H -5.264 -5.873 0.794 -0.01 0.01 -0.01
```
Forces are in eV/Å.

Computed properties:
E_tot in eV: -72642.7452
Gap between HOMO and LUMO (spin up / spin down) in eV: 9.120 / 5.022
Total charge: +3
E_LUMO (spin up / spin down) in hartree: -0.245 / -0.395
2S+1: 4
HOMO energy (spin up / spin down) in Ha: -0.57970 / -0.57945


> The highest E_tot belongs to which entry?

C27H46AuBN12S2


> Among the records above, which one has the highest E_tot?

C27H46AuBN12S2


> Which value of total charge does entry 1 give?

-1